ORCA calculation (wB97M-V/def2-TZVPD) on a 8-piece molecular cluster, C10H37NO8 overall in a non-equilibrium geometry.

Each line ends with the Mulliken charge.
Positions of all 56 atoms, in Å:
C -0.548 2.616 3.514  -1.005
C -2.056 2.849 3.476  0.663
C -2.471 3.922 2.487  -1.271
O -2.784 1.658 3.170  -0.562
H 0.038 3.511 3.711  0.378
H -0.236 2.164 2.567  0.011
H -0.351 1.853 4.271  0.383
H -2.382 3.137 4.483  0.286
H -1.758 4.731 2.335  0.315
H -3.428 4.394 2.721  0.326
H -2.663 3.459 1.512  0.237
H -2.535 0.997 3.826  0.301
C -1.874 -3.950 1.430  -1.540
C -0.842 -3.633 0.358  0.178
C -0.296 -2.210 0.519  -0.690
O 0.243 -4.555 0.441  -0.546
H -2.719 -3.259 1.391  0.346
H -1.436 -3.925 2.429  0.392
H -2.284 -4.955 1.304  0.353
H -1.287 -3.667 -0.635  0.356
H -1.074 -1.485 0.252  0.334
H 0.590 -2.045 -0.090  0.020
H -0.087 -1.904 1.550  0.477
H 0.680 -4.425 1.287  0.378
O -1.719 1.002 0.366  -0.579
H -2.467 0.820 0.952  0.256
H -2.110 1.330 -0.455  0.247
O 3.445 -0.657 -0.122  -0.700
H 2.934 -1.016 -0.865  0.366
H 2.826 -0.045 0.302  0.395
O 3.982 3.887 1.659  -0.659
H 4.360 3.019 1.844  0.324
H 3.153 3.704 1.188  0.360
O 1.166 3.732 0.816  -0.597
H 0.522 4.149 1.402  0.227
H 1.010 4.135 -0.050  0.284
O 1.074 0.926 0.332  -0.464
H 0.100 0.942 0.280  0.103
H 1.334 1.859 0.441  0.346
C -0.315 -0.387 -4.826  -1.687
C 0.144 -0.868 -3.466  0.783
C 1.562 -1.439 -3.546  -0.826
O 2.002 -2.042 -2.333  -0.295
C 1.436 -3.350 -2.177  -0.721
N 0.026 0.238 -2.487  -0.428
H -0.291 -1.221 -5.533  0.398
H 0.266 0.407 -5.311  0.344
H -1.307 0.070 -4.803  0.398
H -0.527 -1.642 -3.094  0.098
H 2.256 -0.614 -3.742  0.287
H 1.711 -2.131 -4.383  0.426
H 1.696 -3.963 -3.038  0.402
H 0.371 -3.266 -1.952  0.173
H 1.862 -3.779 -1.270  0.239
H 0.586 1.023 -2.807  0.272
H 0.470 -0.102 -1.635  0.111

Cartesian forces (eV/Å) of the 3 atoms listed first:
C -0.4607 -0.9828 -0.4439
C 0.1039 0.7125 0.6701
C -0.7801 -0.0953 -0.7551

F_max, eV/A: 1.65
Electronic energy, eV: -28840.096
Relative energy (zero: lowest compared OMol25 entry of this formula, charge and spin), eV: 0.000
SMILES: COC[C@H](C)N.CC(C)O.CC(C)O.O.O.O.O.O
Frontier orbital gap, eV: 9.3955
LUMO level, Eh: 0.004

=====

ORCA calculation (wB97M-V/def2-TZVPD) on a 9-piece molecular cluster, C10H38N16O10 overall in a non-equilibrium geometry.

Each line ends with the Mulliken charge.
Positions of all 74 atoms, in Å:
C -2.911 -1.775 1.712  0.338
O -2.239 -1.092 2.451  -0.741
N -2.801 -3.087 1.581  -0.376
N -3.836 -1.257 0.970  -0.290
H -2.191 -3.505 2.269  0.193
H -3.611 -3.473 1.118  0.163
H -4.633 -1.873 0.889  0.206
H -3.909 -0.250 0.975  0.226
C 3.691 2.301 -2.722  0.410
O 4.571 2.967 -3.283  -0.731
N 2.393 2.448 -2.867  -0.252
N 3.912 1.310 -1.883  -0.271
H 1.889 1.629 -2.557  0.466
H 1.968 3.042 -3.565  0.203
H 3.073 1.019 -1.402  0.230
H 4.840 1.029 -1.601  0.170
C -1.223 -1.086 -4.133  0.754
O -1.802 -1.826 -3.307  -0.745
N -0.127 -0.437 -3.957  -0.167
N -1.754 -0.793 -5.346  -0.486
H 0.389 -0.536 -3.094  -0.128
H 0.137 0.240 -4.659  0.158
H -2.608 -1.294 -5.547  0.233
H -1.417 0.048 -5.793  0.169
C 2.591 -2.367 2.286  0.604
O 2.036 -3.405 2.496  -0.712
N 3.358 -2.105 1.256  -0.296
N 2.242 -1.296 2.902  -0.103
H 3.763 -2.887 0.763  0.206
H 3.722 -1.176 1.096  0.161
H 1.740 -1.271 3.779  0.085
H 2.590 -0.408 2.569  0.066
C -3.475 -4.585 -1.535  0.712
O -3.962 -5.190 -0.592  -0.733
N -2.620 -3.633 -1.441  -0.113
N -3.693 -4.773 -2.826  -0.365
H -2.279 -3.280 -2.324  0.187
H -2.290 -3.253 -0.565  0.145
H -4.257 -5.598 -2.971  0.219
H -3.434 -4.127 -3.558  0.167
C 0.048 0.601 5.048  0.651
O 0.268 -0.547 5.382  -0.698
N 0.697 1.657 5.341  -0.424
N -0.854 0.915 4.185  -0.334
H 1.668 1.600 5.611  0.231
H 0.115 2.482 5.340  0.222
H -1.466 0.220 3.783  0.313
H -0.874 1.863 3.839  0.121
C 3.505 2.252 2.424  0.457
O 2.929 1.450 1.694  -0.628
N 4.752 2.566 2.285  -0.490
N 2.949 2.830 3.354  -0.316
H 5.193 2.261 1.429  0.250
H 5.135 3.415 2.674  0.175
H 1.949 2.689 3.359  0.222
H 3.436 3.349 4.072  0.164
C 0.371 -0.049 -0.386  0.304
O 1.106 0.288 -1.316  -0.925
N -0.489 -1.020 -0.445  0.328
N 0.421 0.526 0.793  0.615
H -0.681 -1.607 -1.244  0.062
H -0.905 -1.227 0.451  -0.290
H 1.159 1.179 1.012  -0.085
H -0.156 0.175 1.544  0.022
C -1.234 2.878 -1.207  0.035
C -1.742 2.420 -2.610  0.139
O -3.116 2.394 -2.539  -0.566
O -1.679 4.189 -0.828  -0.605
H -0.155 2.798 -1.068  0.118
H -1.698 2.411 -0.338  0.099
H -1.153 1.503 -2.609  -0.138
H -1.274 3.201 -3.208  0.355
H -3.515 1.587 -2.204  0.338
H -2.546 4.358 -1.204  0.315

Cartesian forces (eV/Å) of the 3 atoms listed first:
C 1.2045 -0.1362 1.7006
O 2.1445 1.1901 0.9937
N 0.3879 -0.7746 0.1787

F_max, eV/A: 9.00
Electronic energy, eV: -55307.353
Relative energy (zero: lowest compared OMol25 entry of this formula, charge and spin), eV: 4.965
SMILES: NC(N)=O.NC(N)=O.NC(N)=O.NC(N)=O.NC(N)=O.NC(N)=O.NC(N)=O.NC(N)=O.OCCO
Frontier orbital gap, eV: 8.8737
LUMO level, Eh: -0.003

=====

ORCA calculation (wB97M-V/def2-TZVPD) on a 9-piece molecular cluster, C10H38O14 overall in a non-equilibrium geometry.

Each line ends with the Mulliken charge.
Positions of all 62 atoms, in Å:
O -2.688 -3.008 -0.940  -0.564
H -3.102 -3.644 -1.502  0.278
H -2.843 -2.182 -1.340  0.281
O 1.210 2.742 -0.929  -0.676
H 1.076 2.101 -0.189  0.426
H 1.198 3.568 -0.432  0.355
O 3.637 -0.316 1.837  -0.716
H 3.369 -1.235 1.668  0.396
H 4.429 -0.071 1.362  0.314
O 1.109 0.880 1.037  -0.868
H 0.503 0.135 1.108  0.489
H 1.980 0.531 1.155  0.045
C 3.267 0.102 -1.743  0.507
C 4.657 -0.437 -1.369  -0.198
O 5.173 0.576 -0.503  -0.603
O 3.385 1.438 -2.185  -0.664
H 2.704 0.112 -0.800  -0.458
H 2.678 -0.501 -2.435  0.332
H 5.240 -0.568 -2.296  0.301
H 4.625 -1.336 -0.699  0.156
H 4.773 1.400 -0.798  0.338
H 2.603 2.002 -1.905  0.468
C -1.576 -1.347 1.671  -0.095
C -1.628 -2.569 2.582  -0.730
O -0.434 -2.672 3.385  -0.537
O -0.507 -1.354 0.825  -0.058
H -1.447 -0.498 2.349  0.376
H -2.575 -1.281 1.143  0.124
H -1.647 -3.420 1.958  0.218
H -2.536 -2.595 3.174  0.482
H -0.475 -2.166 4.196  0.308
H -0.548 -2.088 0.248  0.082
C 2.184 -3.211 -0.218  -0.320
C 1.174 -4.230 -0.628  -0.575
O -0.118 -3.790 -0.159  -0.409
O 2.197 -2.828 1.131  -0.682
H 1.906 -2.353 -0.790  0.129
H 3.232 -3.478 -0.435  0.469
H 1.443 -5.229 -0.291  0.288
H 1.240 -4.212 -1.735  0.384
H -0.776 -4.090 -0.755  0.226
H 1.278 -2.510 1.340  0.386
C -1.867 1.096 -2.063  0.203
C -2.676 1.980 -2.943  -0.740
O -3.924 2.369 -2.372  -0.622
O -2.733 0.057 -1.575  -0.478
H -1.458 1.685 -1.265  -0.213
H -1.103 0.691 -2.683  0.393
H -2.890 1.443 -3.828  0.397
H -2.119 2.895 -3.182  0.301
H -3.676 2.839 -1.519  0.426
H -3.625 0.504 -1.462  0.369
C -2.246 4.383 2.040  -0.589
C -2.106 3.660 0.694  0.101
O -3.365 3.110 0.303  -0.563
O -2.685 3.496 3.017  -0.546
H -2.754 5.333 1.987  0.334
H -1.215 4.684 2.249  0.358
H -1.336 2.871 0.750  -0.077
H -1.774 4.372 -0.086  0.325
H -3.702 2.592 1.055  0.301
H -2.114 3.573 3.792  0.314

Cartesian forces (eV/Å) of the 3 atoms listed first:
O 0.6826 -1.3565 1.2378
H -0.5458 -0.6149 -0.5138
H -0.1891 2.1151 -0.8282

F_max, eV/A: 2.80
Electronic energy, eV: -39649.667
Relative energy (zero: lowest compared OMol25 entry of this formula, charge and spin), eV: 0.000
SMILES: OCCO.OCCO.OCCO.OCCO.OCCO.O.O.O.O
Frontier orbital gap, eV: 10.2626
LUMO level, Eh: 0.010

=====

ORCA calculation (wB97M-V/def2-TZVPD) on a 11-piece molecular cluster, C10H40ClN20O14 overall in a non-equilibrium geometry.

Each line ends with the Mulliken charge.
Positions of all 85 atoms, in Å:
Cl -0.520 1.343 0.192  1.567
O 0.041 1.336 1.537  -0.637
O -1.928 1.429 0.280  -0.619
O -0.047 2.527 -0.507  -0.670
O -0.044 0.180 -0.623  -0.644
C 4.211 -4.381 -7.114  0.704
O 3.642 -3.626 -7.816  -0.671
N 4.286 -4.149 -5.883  -0.385
N 4.962 -5.255 -7.558  -0.382
H 3.656 -3.525 -5.398  0.217
H 4.964 -4.718 -5.397  0.129
H 5.289 -5.118 -8.503  0.225
H 5.286 -5.894 -6.847  0.163
C 6.376 3.959 3.852  0.624
O 7.011 4.788 4.416  -0.669
N 5.912 4.183 2.656  -0.390
N 6.242 2.830 4.410  -0.375
H 5.674 5.138 2.431  0.228
H 5.462 3.436 2.147  0.177
H 5.766 2.176 3.805  0.165
H 6.865 2.656 5.185  0.240
C 6.503 1.092 -3.402  0.637
O 7.393 1.176 -4.156  -0.633
N 5.290 1.428 -3.672  -0.396
N 6.642 0.831 -2.186  -0.388
H 5.053 1.941 -4.509  0.209
H 4.599 1.383 -2.938  0.159
H 5.959 0.393 -1.586  0.213
H 7.593 1.051 -1.926  0.200
C -1.002 -7.868 -3.479  0.650
O -0.584 -8.502 -4.416  -0.632
N -0.644 -6.635 -3.144  -0.382
N -1.980 -8.302 -2.677  -0.407
H -1.058 -6.106 -2.390  0.170
H 0.148 -6.261 -3.646  0.207
H -2.294 -7.948 -1.784  0.184
H -2.489 -9.033 -3.152  0.209
C 1.065 6.918 5.268  0.665
O 1.101 7.841 6.074  -0.687
N 0.928 7.067 4.009  -0.386
N 1.220 5.650 5.619  -0.384
H 0.843 6.391 3.263  0.195
H 0.643 8.008 3.776  0.225
H 1.215 5.050 4.806  0.171
H 1.333 5.389 6.588  0.204
C -5.359 6.425 -2.900  0.588
O -6.065 7.393 -2.931  -0.639
N -5.810 5.250 -3.334  -0.458
N -4.366 6.350 -2.087  -0.368
H -6.767 5.343 -3.645  0.229
H -5.106 4.737 -3.844  0.231
H -4.050 7.170 -1.590  0.224
H -3.768 5.557 -2.268  0.196
C -2.864 -4.765 3.855  0.690
O -2.879 -5.164 2.703  -0.683
N -2.459 -3.654 4.339  -0.370
N -3.391 -5.525 4.753  -0.417
H -2.029 -3.022 3.679  0.241
H -2.646 -3.517 5.323  0.164
H -3.488 -5.247 5.719  0.154
H -3.917 -6.288 4.351  0.221
C 4.643 -3.877 2.151  0.649
O 4.865 -2.627 2.140  -0.672
N 4.105 -4.477 1.093  -0.403
N 4.618 -4.645 3.169  -0.345
H 3.844 -3.926 0.288  0.203
H 4.148 -5.467 0.899  0.166
H 4.727 -4.251 4.093  0.218
H 4.545 -5.619 2.910  0.182
C -6.338 5.829 4.102  0.676
O -6.783 5.873 5.252  -0.668
N -5.164 5.492 3.765  -0.355
N -6.902 6.226 2.977  -0.415
H -4.554 5.376 4.561  0.201
H -4.891 5.348 2.803  0.168
H -7.822 6.593 3.174  0.210
H -6.597 5.963 2.051  0.182
C -6.783 -3.120 -3.340  0.633
O -7.094 -3.834 -4.348  -0.681
N -6.762 -3.546 -2.123  -0.434
N -6.206 -1.954 -3.322  -0.375
H -6.091 -3.170 -1.468  0.210
H -6.932 -4.523 -1.934  0.236
H -6.178 -1.452 -4.198  0.219
H -6.021 -1.525 -2.426  0.192

Cartesian forces (eV/Å) of the 3 atoms listed first:
Cl 2.9475 0.1327 -1.3913
O -0.1214 -0.5507 -0.5764
O -1.7764 -0.7171 0.0270

F_max, eV/A: 8.78
Total charge: -1
Electronic energy, eV: -82004.611
Relative energy (zero: lowest compared OMol25 entry of this formula, charge and spin), eV: 10.569
Frontier orbital gap, eV: 7.9655
LUMO level, Eh: 0.053